[1]
Density functional theory data (ωB97M-V with the def2-TZVPD basis set) for C11H16F6K4N3O21S6 as an isolated structure.

## Properties
E_tot: -7561.02406 hartree
Charge: +1
HOMO-LUMO gap: 7.74 eV
E_LUMO: -4.9 eV
Spin multiplicity: 1

The geometry in XYZ format:
```
67
Properties=species:S:1:pos:R:3:lowdin_charge:R:1
F 0.926 1.118 -1.475 -0.18
O -0.616 3.498 -1.338 0.03
C -2.952 5.190 0.809 -0.01
O -0.345 -3.845 -4.497 -0.37
H -2.150 2.686 -0.260 0.13
H -2.293 -3.508 4.200 0.09
S 3.657 0.303 3.061 0.42
C -1.982 -7.204 2.583 -0.54
C -2.107 -4.925 2.456 -0.31
C 2.561 5.724 -1.973 -0.11
F 3.464 -0.312 4.527 -0.19
C -1.569 4.830 0.250 -0.30
C 2.716 4.348 -1.353 -0.15
O 3.776 6.406 -1.609 0.07
F -3.436 -4.150 -1.229 -0.22
O -1.383 -5.247 -1.855 -0.29
O -3.569 -6.031 -2.670 -0.21
H 2.499 3.532 -2.045 0.13
H 2.204 5.849 -2.992 0.13
H -0.071 -5.037 1.703 0.13
H -0.661 -4.136 3.885 0.10
H -3.227 4.512 1.615 0.09
F -2.296 -3.347 -5.709 -0.19
O -1.409 -2.480 -0.492 -0.24
O 4.946 0.920 3.233 -0.24
H -2.929 6.256 1.017 0.09
C -0.689 4.738 -1.835 -0.57
S -2.688 -4.952 -2.432 0.47
H 2.005 4.250 -0.530 0.11
C 4.622 5.536 -0.995 -0.55
O -0.254 5.090 -2.896 0.16
N -2.751 -3.704 -3.392 -0.37
H -1.408 -2.923 2.901 0.05
S 0.026 0.105 -0.611 0.44
H -2.916 -4.517 1.843 0.15
K 3.569 -0.707 -1.204 0.89
O -2.004 -5.563 -5.142 -0.22
S -0.075 -2.218 -0.087 0.53
O -2.200 -8.308 2.926 0.19
O -1.242 0.256 -1.317 -0.34
N 0.794 -1.137 -1.089 -0.40
H -0.812 5.121 0.986 0.15
C -1.615 -3.868 3.425 -0.02
N 2.426 1.216 3.163 -0.35
K -3.155 -1.039 -2.885 0.92
O 3.778 3.341 2.245 -0.20
K -0.071 0.104 3.543 0.90
O -1.254 5.546 -0.929 0.11
O 2.995 1.738 0.570 -0.33
F 0.758 -3.475 -0.543 -0.15
C -1.300 3.346 -0.084 -0.07
O 3.553 -0.873 2.219 -0.32
O 4.034 4.325 -0.862 0.05
S -1.722 -4.282 -4.566 0.53
O 0.192 0.568 0.731 -0.30
H -1.317 -5.242 0.438 0.09
H 1.828 6.287 -1.383 0.13
O -2.494 -6.078 3.197 0.09
H -3.740 5.038 0.066 0.09
O 0.212 -2.112 1.312 -0.26
C -1.062 -5.443 1.480 -0.11
O -1.120 -6.851 1.610 0.09
S 2.863 2.317 1.891 0.57
F 1.452 3.060 1.863 -0.19
O 5.736 5.753 -0.646 0.18
H -0.554 2.897 0.571 0.10
K 1.846 -2.289 -3.389 0.91
```

***

[2]
Density functional theory data (ωB97M-V with the def2-TZVPD basis set) for a 3-piece molecular cluster, H6O3 overall.

## Properties
E_tot: -229.30919 hartree
HOMO-LUMO gap: 10.74 eV
Relative energy (zero: lowest compared OMol25 entry of this formula, charge and spin): 0.4324 eV
SMILES: O.O.O
E_LUMO: 0.2 eV
Spin multiplicity: 1

The geometry in XYZ format:
```
9
Properties=species:S:1:pos:R:3:lowdin_charge:R:1
H -1.710 -1.489 -0.449 0.06
O 0.955 0.790 1.591 -0.08
H -1.934 -0.155 0.175 0.11
H 1.285 0.133 -1.730 0.04
H 0.064 0.116 -0.800 -0.02
O 0.843 0.624 -1.057 -0.05
O -1.198 -0.733 -0.165 -0.04
H 1.154 0.793 0.662 -0.04
H 0.545 -0.082 1.772 0.03
```

***

[3]
Density functional theory data (ωB97M-V with the def2-TZVPD basis set) for a 3-piece molecular cluster, C6H15N2O2 overall.

## Properties
E_tot: -497.37891 hartree
Charge: +1
HOMO-LUMO gap: 10.72 eV
Relative energy (zero: lowest compared OMol25 entry of this formula, charge and spin): 1.3485 eV
E_LUMO: -3.1 eV
Spin multiplicity: 1

The geometry in XYZ format:
```
25
Properties=species:S:1:pos:R:3:lowdin_charge:R:1
C -0.696 0.563 1.098 -0.21
H -1.054 -0.920 2.572 0.13
C -0.512 -0.793 1.630 -0.11
H -1.138 -2.814 1.128 0.11
C -1.013 -1.862 0.605 -0.22
H 0.635 3.492 0.489 0.16
H -0.329 -3.170 -0.881 0.08
N -1.280 2.516 0.314 0.10
H 0.521 -1.092 1.801 0.12
C -1.754 1.269 0.582 0.03
C 0.011 2.625 0.605 -0.02
O 2.937 0.350 0.068 -0.05
H 2.756 0.210 -0.859 0.04
H 0.215 -1.530 -1.328 0.05
H -2.004 -1.612 0.231 0.11
C -0.005 -2.195 -0.488 -0.10
H 3.903 0.237 0.031 0.07
H -0.189 -0.345 -3.981 0.04
H 0.981 -2.528 -0.176 0.08
N 0.339 1.446 1.205 0.16
H 1.330 1.278 1.336 0.15
H -2.789 1.030 0.422 0.14
H 0.370 0.295 -2.742 -0.01
H -1.771 3.348 0.016 0.19
O 0.538 0.203 -3.680 -0.04
```

***

[4]
Density functional theory data (ωB97M-V with the def2-TZVPD basis set) for a 7-piece molecular cluster, C39H66FIN4O13 overall.

## Properties
E_tot: -3120.32065 hartree
HOMO-LUMO gap: 7.78 eV
SMILES: CCc1c([C@H](C)F)c(N)c2nc(CCC(N)=O)cnc2c1I.CCOC(C)=O.CCOC(C)=O.CCOC(C)=O.CCOC(C)=O.CCOC(C)=O.CCOC(C)=O
E_LUMO: -0.4 eV
Spin multiplicity: 1

The geometry in XYZ format:
```
124
Properties=species:S:1:pos:R:3:lowdin_charge:R:1
O -7.495 -4.485 -0.266 0.04
C 1.690 5.822 2.252 -0.51
H 4.047 6.977 2.803 0.11
H 3.483 -5.227 2.918 0.11
H -3.078 -1.063 -5.931 0.11
H -7.293 -1.392 0.466 0.12
C -4.564 2.477 0.035 -0.15
H 0.053 3.012 -0.746 0.08
C -2.582 -4.153 -9.214 0.01
H -4.564 -2.268 -2.353 0.12
O -1.633 -3.171 -7.283 0.10
H -2.186 4.622 1.493 0.13
F -3.204 5.539 -0.038 -0.04
O -3.212 2.262 -8.474 0.09
C 1.387 6.794 3.362 0.01
H 6.500 -3.240 0.162 0.12
H -1.699 -3.797 -9.744 0.09
H -1.358 2.993 -6.431 0.10
H 7.040 -1.603 0.452 0.12
C 5.816 1.111 7.569 0.01
H -1.517 -0.394 -6.338 0.11
I -0.249 0.210 -1.321 0.91
N -5.865 0.574 -0.867 0.16
H -5.987 3.061 1.360 0.07
N -3.270 -0.760 -1.655 0.07
H 9.159 -1.204 3.072 0.10
H 6.005 -0.136 5.154 0.09
C -3.374 0.463 -1.015 -0.26
C -4.246 4.872 2.133 -0.05
H -3.852 5.613 2.881 0.09
H 0.580 7.449 3.033 0.09
C 4.241 5.302 4.186 -0.06
C -2.471 0.482 -4.583 -0.08
H 3.194 -4.493 1.359 0.12
C -2.092 1.188 -0.711 -0.47
H -0.720 1.704 1.836 0.08
H -5.105 -2.804 0.633 0.09
N -5.440 -3.564 0.039 0.13
C -4.506 -1.269 -1.848 -0.07
O 0.818 5.420 1.521 0.08
H -4.672 3.956 2.610 0.08
C -3.325 3.164 0.334 -0.03
O -3.200 0.720 -6.895 0.00
O 2.338 -3.478 2.891 0.01
O 2.934 5.336 2.134 0.01
H -5.241 -4.476 0.455 0.10
H 4.943 5.608 2.190 0.12
C -2.509 -0.133 -5.967 -0.22
C 4.081 5.886 2.798 -0.23
H 0.411 3.080 2.182 0.06
C 8.149 -0.874 2.829 0.02
H -2.498 -5.229 -9.061 0.10
H -6.582 -4.853 -8.446 0.08
C -2.639 -3.464 -7.875 -0.53
H 2.478 -4.175 6.105 0.09
C -6.842 -3.456 -0.193 -0.50
O 5.982 3.324 6.748 0.09
H -8.669 -2.264 -0.312 0.12
H 9.366 -2.540 0.973 0.07
H 3.713 -0.175 6.287 0.08
H 1.005 -5.868 2.995 0.07
C 7.180 -1.995 3.100 -0.52
H -5.020 -2.956 -9.000 0.12
C 2.721 -4.733 2.313 -0.23
C -2.028 2.485 -0.071 -0.19
H 7.886 -0.030 3.466 0.08
H -0.727 2.565 -8.036 0.09
C -4.620 1.134 -0.642 -0.13
C -5.091 -3.364 -7.991 -0.23
C 5.733 2.171 6.501 -0.53
C -7.138 -1.389 -1.743 -0.11
H 1.809 -6.538 1.566 0.08
C -5.600 -4.791 -7.975 -0.07
C -1.248 2.187 -7.157 0.01
C 0.070 2.376 1.387 -0.12
C 3.829 -0.119 5.203 -0.06
H 5.237 0.518 3.727 0.12
C -2.614 1.714 -7.582 -0.53
H 2.683 -5.316 4.803 0.07
H 3.392 5.550 4.826 0.07
C 2.090 -4.464 5.128 0.02
H -5.120 5.394 1.642 0.08
C -0.627 3.123 0.145 -0.25
C -7.570 -2.085 -0.370 -0.10
H 8.117 -0.505 1.805 0.07
O -3.838 -3.254 -7.301 -0.01
H -4.922 -5.465 -8.500 0.07
H -2.001 -0.201 -3.872 0.03
H 0.787 -5.092 1.436 0.09
H 0.903 1.708 1.035 0.03
O 6.897 -2.865 2.114 0.00
H 3.724 -1.116 4.794 0.05
H 6.058 0.122 7.186 0.07
H 6.618 1.379 8.257 0.09
H -5.680 -5.155 -6.948 0.08
H -5.790 -2.726 -7.449 0.12
H 4.873 1.076 8.115 0.10
H 2.223 7.442 3.617 0.07
C 2.182 -3.273 4.210 -0.51
H -7.012 -2.126 -2.578 0.12
H -1.918 1.423 -4.577 0.07
H 5.150 5.677 4.659 0.09
H 1.045 -4.758 5.232 0.10
H -3.483 0.706 -4.237 0.08
H 3.013 0.502 4.827 0.09
C -3.200 4.564 1.007 -0.29
H 1.063 6.242 4.244 0.10
C 1.514 -5.612 2.064 -0.06
H -7.901 -0.601 -1.956 0.12
O 6.721 -2.166 4.200 0.09
N -5.858 3.084 0.350 0.06
H -0.621 1.400 -6.743 0.07
H -0.649 4.216 0.367 0.07
O 2.042 -2.153 4.629 0.08
C 8.620 -3.106 0.413 -0.07
H 8.747 -4.155 0.685 0.08
C 5.166 0.473 4.817 -0.23
O 5.291 1.830 5.281 -0.01
C 7.213 -2.644 0.733 -0.23
H -3.433 -3.935 -9.856 0.07
H 4.296 4.213 4.139 0.07
C -5.791 -0.640 -1.452 -0.24
H 8.828 -2.992 -0.653 0.08
H -5.891 4.033 -0.019 0.08
```

***

What is the HOMO-LUMO gap in the first record? 7.74 eV

***

What is the formula in the second record? H6O3

***

Please write out number 3 again, unchanged.
Density functional theory data (ωB97M-V with the def2-TZVPD basis set) for a 3-piece molecular cluster, C6H15N2O2 overall.

## Properties
E_tot: -497.37891 hartree
Charge: +1
HOMO-LUMO gap: 10.72 eV
Relative energy (zero: lowest compared OMol25 entry of this formula, charge and spin): 1.3485 eV
E_LUMO: -3.1 eV
Spin multiplicity: 1

The geometry in XYZ format:
```
25
Properties=species:S:1:pos:R:3:lowdin_charge:R:1
C -0.696 0.563 1.098 -0.21
H -1.054 -0.920 2.572 0.13
C -0.512 -0.793 1.630 -0.11
H -1.138 -2.814 1.128 0.11
C -1.013 -1.862 0.605 -0.22
H 0.635 3.492 0.489 0.16
H -0.329 -3.170 -0.881 0.08
N -1.280 2.516 0.314 0.10
H 0.521 -1.092 1.801 0.12
C -1.754 1.269 0.582 0.03
C 0.011 2.625 0.605 -0.02
O 2.937 0.350 0.068 -0.05
H 2.756 0.210 -0.859 0.04
H 0.215 -1.530 -1.328 0.05
H -2.004 -1.612 0.231 0.11
C -0.005 -2.195 -0.488 -0.10
H 3.903 0.237 0.031 0.07
H -0.189 -0.345 -3.981 0.04
H 0.981 -2.528 -0.176 0.08
N 0.339 1.446 1.205 0.16
H 1.330 1.278 1.336 0.15
H -2.789 1.030 0.422 0.14
H 0.370 0.295 -2.742 -0.01
H -1.771 3.348 0.016 0.19
O 0.538 0.203 -3.680 -0.04
```